[1]
{"formula": "C5H11NO", "method": "ωB97M-V with the def2-TZVPD basis set", "e_homo_ev": -8.7, "homo_lumo_gap_ev": 9.27, "e_lumo_ev": 0.6, "largest_force_ev_per_a": 1.24, "species": ["C", "C", "N", "C", "C", "O", "C", "H", "H", "H", "H", "H", "H", "H", "H", "H", "H", "H"], "coordinates": [[1.232, 1.242, -1.434], [0.242, 1.515, -0.306], [0.067, 0.502, 0.735], [0.955, -0.478, 0.842], [-0.791, -0.958, -0.031], [-1.001, -0.773, -1.218], [-1.795, -1.309, 1.047], [1.224, 2.089, -2.127], [0.931, 0.347, -1.987], [2.265, 1.123, -1.085], [-0.749, 1.677, -0.743], [0.512, 2.447, 0.209], [1.841, -0.559, 0.207], [1.021, -1.020, 1.791], [0.209, -1.652, 0.226], [-2.692, -0.715, 0.871], [-1.419, -1.107, 2.051], [-2.051, -2.370, 0.955]], "forces_ev_per_a": [[0.0508, -0.0452, -0.0207], [-0.0042, 0.1187, -0.1465], [0.5740, 0.4423, 0.4304], [0.3164, 0.7363, 0.3248], [-0.0988, -1.1368, -0.4787], [-0.0186, 0.0722, 0.4743], [-0.0627, 0.0141, 0.0369], [-0.0052, -0.1059, 0.0931], [0.1170, 0.1121, 0.0431], [-0.1379, 0.0481, -0.0108], [0.0891, -0.0626, 0.0268], [-0.0957, -0.1778, -0.0358], [-0.0945, 0.0222, -0.0279], [-0.1412, 0.0508, -0.1807], [-0.6034, -0.2528, -0.3427], [0.0612, 0.0195, 0.0449], [0.0199, -0.0232, -0.1798], [0.0337, 0.1681, -0.0507]], "mulliken_charge": [-1.175, -0.288, -0.366, -0.538, 0.734, -0.610, -1.104, 0.353, 0.324, 0.333, 0.315, 0.328, 0.251, 0.386, 0.092, 0.287, 0.343, 0.335]}

***

[2]
{"formula": "C5H11NO", "method": "ωB97M-V with the def2-TZVPD basis set", "e_homo_ev": [-7.1, -6.6], "homo_lumo_gap_ev": [7.91, 7.13], "e_lumo_ev": [0.8, 0.5], "largest_force_ev_per_a": 1.38, "species": ["C", "C", "C", "C", "N", "C", "O", "H", "H", "H", "H", "H", "H", "H", "H", "H", "H", "H"], "coordinates": [[-0.089, -1.102, 0.997], [0.736, 0.712, -0.565], [-0.011, 1.913, -0.074], [0.213, -0.238, -1.325], [0.169, -0.376, 2.191], [-0.341, -1.156, -2.049], [-1.416, -1.490, 0.918], [-1.955, -0.729, 1.173], [0.539, -1.961, 0.756], [-0.026, -0.916, 3.036], [1.113, -0.015, 2.236], [1.778, 0.607, -0.285], [1.019, 1.184, -2.471], [-0.848, -1.987, -1.571], [-0.312, -1.085, -3.129], [-0.985, 1.991, -0.551], [0.560, 2.815, -0.296], [-0.144, 1.833, 1.009]], "forces_ev_per_a": [[-0.3640, -0.7943, 1.0731], [-0.1449, -0.2074, -0.4948], [0.0299, -0.0425, -0.0213], [0.1961, 0.5940, 0.1796], [-0.0438, 0.0229, 0.0381], [-0.0166, -0.0312, -0.0313], [0.0916, 0.1841, -0.0889], [0.0472, -0.0535, 0.0042], [0.0310, 0.0757, -0.0810], [0.0642, 0.0542, -0.1479], [-0.0180, -0.0427, -0.0025], [0.0099, -0.0278, 0.0167], [0.1372, 0.2385, -0.3995], [0.0120, 0.0129, -0.0313], [0.0036, -0.0279, 0.0004], [0.0110, -0.0154, 0.0122], [-0.0333, 0.0088, 0.0285], [-0.0131, 0.0516, -0.0543]], "mulliken_charge": [-0.294, 0.203, -0.995, -0.234, -0.530, -0.825, -0.516, 0.322, 0.446, 0.214, 0.205, 0.286, 0.073, 0.293, 0.319, 0.305, 0.400, 0.329]}

***

[3]
{"formula": "C5H11NO", "method": "ωB97M-V with the def2-TZVPD basis set", "e_homo_ev": -8.6, "homo_lumo_gap_ev": 9.55, "smiles": "C=CCCNCO", "e_lumo_ev": 0.9, "largest_force_ev_per_a": 5.15, "species": ["C", "C", "C", "C", "N", "C", "O", "H", "H", "H", "H", "H", "H", "H", "H", "H", "H", "H"], "coordinates": [[-0.808, -0.106, -0.210], [0.238, 0.637, -1.091], [1.386, 1.353, -0.407], [2.437, 1.883, -1.114], [-0.225, -0.856, 0.819], [-1.266, -1.587, 1.589], [-2.435, -1.862, 0.864], [-1.405, 0.743, 0.223], [-1.454, -0.697, -0.940], [-0.335, 1.329, -1.676], [0.645, -0.013, -1.796], [1.333, 1.558, 0.640], [3.545, 2.077, -0.760], [2.297, 1.931, -2.208], [0.424, -0.371, 1.311], [-1.422, -1.055, 2.622], [-0.880, -2.469, 1.945], [-2.076, -2.492, 0.190]], "forces_ev_per_a": [[-0.2798, 2.6321, -1.8187], [-0.6279, 0.6108, 1.2114], [1.5994, 1.2315, -1.4757], [0.3509, -1.0886, 0.5412], [-2.8854, -3.8810, -1.7815], [0.4873, 2.7972, 2.2882], [1.1010, -0.4609, -0.5314], [-0.3191, -0.6710, -0.3970], [0.8004, 0.7328, 1.2454], [-0.4012, 0.6752, -0.3705], [0.8389, -1.3425, -1.0652], [0.2268, -0.5186, 0.8569], [-2.8174, 0.2183, -0.2432], [0.4358, -0.3717, 0.4662], [1.9858, 1.5466, 2.0695], [-0.7920, -0.2827, -1.9973], [1.2587, -2.4224, 0.4330], [-0.9623, 0.5948, 0.5687]], "mulliken_charge": [-0.269, -0.670, -0.197, -0.742, -0.342, -0.480, -0.487, 0.225, 0.207, 0.398, 0.371, 0.329, 0.230, 0.255, 0.198, 0.266, 0.357, 0.351]}

***

[4]
{"formula": "C5H11NO", "method": "ωB97M-V with the def2-TZVPD basis set", "e_homo_ev": -8.7, "homo_lumo_gap_ev": 9.55, "smiles": "C[C@H]1[C@@H](O)[C@]1(C)N", "e_lumo_ev": 0.9, "largest_force_ev_per_a": 0.52, "species": ["C", "C", "C", "C", "N", "C", "O", "H", "H", "H", "H", "H", "H", "H", "H", "H", "H", "H"], "coordinates": [[-0.663, -0.340, -0.201], [0.706, 0.040, -0.700], [-1.422, 0.588, 0.718], [1.344, 1.357, -0.336], [-1.538, -1.005, -1.127], [0.562, -1.057, 0.337], [0.959, -0.835, 1.652], [-1.019, -1.589, -1.771], [-2.199, -1.595, -0.628], [0.738, -2.081, -0.002], [0.949, -0.292, -1.704], [1.914, -0.694, 1.674], [-0.807, 0.869, 1.567], [-2.311, 0.082, 1.091], [-1.733, 1.479, 0.177], [2.410, 1.336, -0.569], [0.887, 2.168, -0.902], [1.223, 1.566, 0.724]], "forces_ev_per_a": [[0.2588, -0.0351, 0.3845], [-0.0555, 0.0779, 0.0489], [0.3403, -0.1153, -0.1352], [-0.1074, -0.1432, -0.0429], [-0.0824, -0.1290, -0.1961], [-0.0469, -0.2335, -0.4667], [0.1193, 0.1967, 0.3277], [-0.0589, -0.0128, 0.0047], [0.0997, 0.0160, -0.0800], [-0.1752, 0.1307, -0.0220], [-0.0713, -0.1100, -0.0063], [-0.1204, -0.0381, -0.0237], [-0.0407, 0.0771, 0.0891], [-0.0733, -0.0196, 0.0618], [-0.0781, 0.0827, -0.0227], [0.0253, 0.0658, 0.0340], [0.0300, 0.0963, 0.0023], [0.0369, 0.0933, 0.0426]], "mulliken_charge": [0.991, 0.070, -1.512, -1.557, -0.670, -0.422, -0.547, 0.239, 0.277, 0.299, 0.343, 0.351, 0.315, 0.475, 0.287, 0.401, 0.318, 0.341]}

***

[5]
{"formula": "C5H11NO", "method": "ωB97M-V with the def2-TZVPD basis set", "e_homo_ev": -9.3, "homo_lumo_gap_ev": 10.33, "smiles": "C[C@H]1CN1CCO", "e_lumo_ev": 1.1, "largest_force_ev_per_a": 2.49, "species": ["C", "C", "C", "N", "C", "C", "O", "H", "H", "H", "H", "H", "H", "H", "H", "H", "H", "H"], "coordinates": [[2.253, -0.241, -1.425], [1.340, -0.533, -0.250], [0.924, 0.378, 0.866], [0.081, 0.189, -0.274], [-1.141, -0.480, 0.049], [-2.290, 0.506, 0.278], [-1.992, 1.367, 1.356], [1.966, -0.881, -2.271], [3.304, -0.447, -1.201], [2.153, 0.797, -1.755], [1.335, -1.588, 0.046], [1.315, 1.381, 1.054], [0.458, -0.211, 1.716], [-1.388, -1.175, -0.776], [-0.919, -0.998, 1.116], [-2.504, 1.161, -0.577], [-3.194, -0.098, 0.460], [-1.656, 0.792, 2.057]], "forces_ev_per_a": [[0.0649, 0.0593, 0.1252], [-0.0562, -0.1587, -0.0697], [-0.0395, -0.1303, 0.5298], [-0.0664, 0.2576, -0.3963], [0.0433, -0.6231, 1.0061], [-0.0166, -0.3997, -0.2426], [-0.0335, -0.1554, 0.3362], [0.0287, 0.1378, 0.2208], [-0.1198, 0.0364, 0.0508], [0.0250, -0.1348, 0.1690], [-0.2618, 0.1480, -0.1357], [0.0152, -0.4298, 0.0504], [1.3166, 1.0847, -0.3514], [-0.0414, -0.0141, 0.6780], [-1.1126, 0.1439, -2.2236], [0.3269, -0.3304, 0.0607], [0.0327, 0.1889, 0.0989], [-0.1056, 0.3196, 0.0934]], "mulliken_charge": [-1.339, 0.261, -0.442, -0.174, -0.541, -0.572, -0.499, 0.286, 0.346, 0.331, 0.337, 0.210, 0.275, 0.303, 0.269, 0.324, 0.302, 0.324]}

***

[6]
{"formula": "C5H11NO", "method": "ωB97M-V with the def2-TZVPD basis set", "e_homo_ev": -9.6, "homo_lumo_gap_ev": 10.45, "smiles": "CCCNC(C)=O", "e_lumo_ev": 0.8, "largest_force_ev_per_a": 0.79, "species": ["C", "C", "C", "N", "C", "O", "C", "H", "H", "H", "H", "H", "H", "H", "H", "H", "H", "H"], "coordinates": [[-2.124, -0.262, -0.779], [-1.581, 0.896, 0.046], [-0.577, 0.437, 1.119], [0.548, -0.363, 0.654], [1.615, 0.255, 0.101], [1.685, 1.474, 0.018], [2.668, -0.717, -0.433], [-2.877, 0.068, -1.502], [-1.315, -0.744, -1.337], [-2.589, -1.016, -0.131], [-1.129, 1.651, -0.610], [-2.413, 1.401, 0.561], [-0.207, 1.328, 1.645], [-1.067, -0.205, 1.847], [0.517, -1.377, 0.611], [2.880, -0.337, -1.425], [2.378, -1.776, -0.539], [3.590, -0.712, 0.155]], "forces_ev_per_a": [[-0.0120, -0.0974, -0.0517], [0.0134, -0.0275, 0.0053], [-0.2758, -0.0545, 0.2322], [-0.1710, 0.2483, -0.1638], [0.1200, -0.3000, -0.0528], [0.3511, -0.7026, -0.0510], [0.1846, 0.1566, -0.2484], [0.1157, -0.0246, 0.1074], [-0.1251, 0.0003, 0.0313], [0.0474, 0.0642, -0.1106], [0.0743, -0.2030, 0.1806], [0.2322, -0.1091, -0.0194], [0.1312, -0.3961, -0.1394], [-0.3685, 0.1175, 0.1446], [-0.2256, 0.5693, 0.1515], [0.3697, -0.0593, -0.2033], [-0.3010, 0.5136, 0.2104], [-0.1606, 0.3045, -0.0231]], "mulliken_charge": [-1.128, -0.323, -0.785, -0.179, 0.631, -0.639, -0.996, 0.346, 0.278, 0.298, 0.294, 0.321, 0.282, 0.452, 0.284, 0.285, 0.306, 0.273]}

***

Here are the calculated E numbers, same order: -326.97269 -326.84795 -327.00297 -327.07123 -327.03259 -327.12545 (hartree).
Here are the calculated ΔE to the lowest compared entry with this formula, charge and spin numbers, same order: 99.6 177.8 80.6 37.7 62.0 3.7 (kcal per mole).